Record 1
This record from the Open Molecules 2025 dataset describes a 2-piece molecular cluster, C4H12N3 overall. The level of theory is ωB97M-V/def2-TZVPD.

Energy above the lowest of the compared OMol25 structures with the same formula, charge and spin (kJ/mol): 285.26
F_max (eV/Å): 1.491
Frontier orbital gap (eV): 9.364
Total charge: +1

Cartesian coordinates (Å):
N -0.18932 -1.14404 -0.75252
N 2.25789 0.15240 0.67004
N -3.62061 0.01705 -0.00855
C -2.50312 -0.37684 -0.86501
C 1.73311 1.22409 0.23234
C 3.71815 0.08583 0.75533
C -1.42793 -0.90821 -0.23613
H -1.52753 -1.08597 0.84275
H 0.65381 1.36093 0.03157
H 4.22632 0.91200 0.32590
H 4.06426 -0.82061 0.24685
H 0.58502 -0.98197 -0.10484
H 2.34624 2.10079 0.00034
H -3.97977 0.96808 -0.28268
H -3.26477 0.06569 0.94931
H 4.03655 0.04019 1.79678
H -2.67722 -0.15875 -1.87744
H -0.02322 -0.76393 -1.67477
H -4.40788 -0.68675 -0.04926

natural (NBO) atomic charge list, values in e, 5 entries: -0.77, -0.42, -0.67, -0.25, -0.06

Record 2
This record from the Open Molecules 2025 dataset describes one molecule with the formula C5H6O. The level of theory is ωB97M-V/def2-TZVPD.

Energy above the lowest of the compared OMol25 structures with the same formula, charge and spin (kJ/mol): 286.40
F_max (eV/Å): 7.490
Frontier orbital gap (eV): 9.923
Total charge: 0

Cartesian coordinates (Å):
O 1.77868 0.90429 -0.07294
C 0.44431 1.17329 -0.12671
C -0.32347 0.06277 0.03415
C 1.84930 -0.45349 0.15793
C 0.52898 -0.95502 0.40650
C -1.80933 -0.06365 0.00342
H 1.09072 -1.73971 -0.42286
H -2.12437 -0.77816 -0.76859
H 0.19217 2.20978 -0.30845
H 2.85570 -0.82226 0.34171
H -2.19305 -0.43697 0.96219
H -2.28964 0.89912 -0.20635

natural (NBO) atomic charge list, values in e, 5 entries: -0.41, 0.11, -0.15, 0.08, -0.36

Record 3
This record from the Open Molecules 2025 dataset describes one molecule with the formula C6H5NO2. The level of theory is ωB97M-V/def2-TZVPD.

Energy above the lowest of the compared OMol25 structures with the same formula, charge and spin (kJ/mol): 211.88
F_max (eV/Å): 4.377
Frontier orbital gap (eV): 7.885
Total charge: 0

Cartesian coordinates (Å):
O -1.90333 1.13405 0.26116
O 3.00583 -0.66502 0.17644
N 0.78935 -1.03978 0.07044
C 1.90104 -0.20682 0.09739
C 1.59335 1.27422 -0.15741
C -0.72820 0.84742 0.05862
C -0.41421 -0.61888 0.03777
C 0.32622 1.73881 -0.07793
C -1.51009 -1.64534 -0.09316
H -1.09713 -2.66830 -0.38825
H -2.37889 -1.26129 -0.80916
H 0.03044 2.72445 0.00340
H 2.40560 2.02144 -0.11126
H -2.01996 -1.63496 0.93193

natural (NBO) atomic charge list, values in e, 5 entries: -0.48, -0.46, -0.48, 0.62, -0.18

Record 4
This record from the Open Molecules 2025 dataset describes a 2-piece molecular cluster, CH5I4NSi2 overall. The level of theory is ωB97M-V/def2-TZVPD.

Energy above the lowest of the compared OMol25 structures with the same formula, charge and spin (kJ/mol): 38.93
F_max (eV/Å): 4.402
Frontier orbital gap (eV): 8.255
Total charge: 0

Cartesian coordinates (Å):
I -1.37509 1.02857 2.07780
I -2.80825 -1.61951 -0.78110
I -1.13021 2.10776 -1.88429
I 4.41897 0.32558 -0.40078
Si 2.04870 0.82182 -0.37667
Si -2.26303 0.71801 -0.21672
N 0.72936 -0.09380 -0.12187
C 0.67649 -1.42439 0.48081
H 1.78422 2.09133 -0.77781
H 1.58742 -1.91983 0.49131
H -3.64967 1.20735 0.15926
H 0.02765 -1.29716 1.47185
H -0.04658 -1.94572 -0.12180

natural (NBO) atomic charge list, values in e, 5 entries: -0.17, -0.14, -0.12, -0.19, 1.34

Record 5
This record from the Open Molecules 2025 dataset describes one molecule with the formula C2O2S. The level of theory is ωB97M-V/def2-TZVPD.

Energy above the lowest of the compared OMol25 structures with the same formula, charge and spin (kJ/mol): 178.48
F_max (eV/Å): 1.624
Frontier orbital gap (eV): 9.032
Total charge: 0

Cartesian coordinates (Å):
S -1.42047 -0.53966 -0.10139
O 0.51035 0.08104 1.81091
O 0.65765 0.36025 -1.72709
C 0.15403 0.10395 -0.69163
C 0.09844 -0.00558 0.70920

The computed natural (NBO) charges, all in e, follow: 0.15, -0.44, -0.44, 0.37, 0.37

Record 6
This record from the Open Molecules 2025 dataset describes C31H56N3NiO2P2 as an isolated structure. The level of theory is ωB97M-V/def2-TZVPD.

Expectation value of S²: 2.05
Multiplicity: 3
Energy above the lowest of the compared OMol25 structures with the same formula, charge and spin (kJ/mol): 26.71
F_max (eV/Å): 4.608
Frontier orbital gap (spin up / spin down) (eV): 8.186 / 6.890
Total charge: +1

Cartesian coordinates (Å):
Ni -0.58931 -0.44018 0.50863
P -0.06447 2.15922 -0.06093
P 0.17650 -2.47779 0.79209
O -1.55388 0.22686 3.14826
O 2.25425 0.48142 2.77519
N 1.24052 -0.36777 -0.95788
N 0.87076 1.75414 4.08055
N -1.81852 -0.31232 -1.00788
C 2.32743 0.49740 -2.94548
C -0.64671 -3.75319 -0.38591
C -1.42775 -0.23664 2.07644
C 0.67410 1.86746 -1.68100
C -1.79936 3.15840 -0.05337
C 3.11460 1.41762 4.85327
C 3.24943 -0.52800 -2.85923
C -0.25090 -3.39025 -1.82238
C -1.55570 1.32020 -4.27552
C 1.92191 -2.40320 0.18674
C -2.16571 -3.63724 -0.22033
C 2.10879 -1.38970 -0.92331
C -2.31381 0.20309 -3.52281
C -0.97954 -3.76823 3.01192
C 2.07367 1.15253 3.81076
C 0.37446 -3.26077 2.49314
C -2.92581 2.28202 0.50645
C -2.12489 -0.01713 -2.07990
C 1.41347 -4.38710 2.45216
C 0.86476 -2.18245 3.46319
C 1.35696 0.62550 -1.89990
C 1.37384 4.00506 1.61659
C 3.14899 -1.49597 -1.86083
C -2.11605 3.49719 -1.49768
C -3.84357 0.42283 -3.55301
C 1.46247 4.43309 -0.85369
C -1.88384 -1.13879 -4.11943
C 1.44674 3.36489 0.24053
C -1.73823 4.39372 0.85478
C 2.73135 2.52649 0.17996
C -0.21672 -5.20964 -0.13547
H 1.22967 3.24732 2.39714
H 2.55784 -2.10344 1.03694
H -2.87143 4.30580 -1.51328
H 1.11762 -5.22803 1.81781
H 3.86291 -2.33682 -1.77444
H -2.44053 -1.94093 -3.60685
H 1.53323 3.97560 -1.86225
H 0.77331 2.23097 4.97069
H 0.87455 -5.33812 -0.17836
H -2.55781 2.61563 -1.98373
H -0.36360 -2.31942 -2.02733
H -1.40835 -4.57499 2.40822
H -2.64039 -4.25341 -1.00302
H -4.20518 0.87056 -2.60189
H 0.07430 -1.45972 3.69321
H -1.24721 3.83319 -2.07981
H 3.05210 2.32872 -0.85263
H -2.74571 4.84427 0.90713
H 0.02640 1.35621 3.68338
H -0.79738 -1.27578 -3.96162
H 1.52925 -4.77632 3.47335
H 2.39388 -4.03002 2.10878
H 2.36511 5.06203 -0.69774
H 0.21879 2.34038 -2.56789
H -1.71474 -2.95586 3.08755
H 2.33659 4.50724 1.79750
H 2.34577 1.25738 -3.71801
H -2.92318 1.28013 0.07296
H 3.23126 2.50023 5.01125
H 2.25919 -3.40082 -0.13299
H -0.90216 -3.93157 -2.52273
H 0.59232 4.76486 1.70735
H 1.16182 -2.67377 4.40276
H 3.54305 3.07255 0.68837
H -0.83015 -4.16682 4.02639
H -0.63764 -5.83636 -0.93908
H -1.85632 1.32005 -5.34360
H 4.06535 0.98789 4.53153
H 2.59969 1.57573 0.71783
H -0.60211 -5.62097 0.80769
H -2.51256 -4.01551 0.75232
H -2.09229 -1.17085 -5.19676
H 4.04725 -0.58953 -3.60287
H -0.47252 1.14999 -4.24868
H 1.72130 -1.61261 3.08462
H -4.15641 1.05208 -4.39435
H -3.89521 2.74710 0.25001
H 0.56144 5.08007 -0.81459
H 2.80545 0.96055 5.80538
H -2.85282 2.19053 1.59708
H -1.46666 4.11197 1.88389
H 0.78410 -3.68235 -2.04511
H -2.50975 -2.59914 -0.33759
H -1.76758 2.32627 -3.89387
H -1.05727 5.17718 0.49679
H -4.30678 -0.57209 -3.65157

Mulliken atomic charge list, values in e, 5 entries: 1.42, -0.02, -0.04, -0.45, -0.62